Entry 1:
# C38H53AlClN6O4Te

C38H53AlClN6O4Te as an isolated structure (ωB97M-V with the def2-TZVPD basis set, OMol25).

Summary:
HOMO-LUMO gap (spin up / spin down) ... 8.15 / 6.69 eV

```
! wB97M-V def2-TZVPD RIJCOSX def2/J DEFGRID3
* xyz 2 2
Al 1.00984 1.76668 -0.15876
C 4.46242 1.83001 2.82364
O 3.72114 3.03224 2.46116
C 2.77778 2.93596 1.59168
O 2.43205 1.85850 1.03697
N 2.15345 4.06378 1.27234
N 1.10920 3.89568 0.36777
H 5.33433 2.19463 3.35254
H 4.74825 1.29297 1.92395
H 3.84155 1.22011 3.47451
H 2.39568 4.95571 1.67916
H 1.25146 4.45871 -0.46794
H 0.21284 4.13034 0.80309
C -1.41294 3.09409 -2.94456
C -1.52342 2.35956 -1.62571
O -2.72326 2.13960 -1.25594
N -0.48192 2.00469 -0.93570
Te -2.75014 0.55224 0.63488
C -3.87705 -0.48471 2.10226
C -3.66386 -1.87057 2.18279
C -2.72059 -2.64687 1.29455
C -4.33224 -2.58732 3.17067
C -5.22153 -1.98260 4.04455
C -5.95328 -2.77453 5.08758
C -5.44757 -0.61335 3.91215
C -4.80198 0.14855 2.95476
C -5.11940 1.61390 2.86114
C -1.92357 2.00908 1.93331
C -2.28080 3.35692 1.89179
C -3.38867 3.93126 1.05053
C -1.59491 4.24568 2.73072
C -0.59537 3.83271 3.59865
C 0.07748 4.79642 4.53762
C -0.26408 2.47840 3.61353
C -0.91654 1.55362 2.80650
C -0.56610 0.09455 2.95852
H -1.99070 2.57122 -3.70630
H -0.38411 3.20453 -3.27781
H -1.86717 4.07970 -2.83440
H -2.54453 -2.18141 0.32550
H -3.12769 -3.63891 1.10466
H -1.75136 -2.78069 1.78316
H -4.16124 -3.65551 3.24427
H -5.62244 -3.81083 5.10875
H -7.02646 -2.76371 4.89114
H -5.80133 -2.34355 6.07774
H -6.16218 -0.13110 4.56956
H -6.01543 1.84653 3.43330
H -5.29967 1.91959 1.82951
H -4.30497 2.22051 3.25961
H -3.85792 3.20323 0.39792
H -3.01106 4.73267 0.41312
H -4.14898 4.36745 1.70074
H -1.89642 5.28859 2.72804
H -0.27944 5.81425 4.38968
H 1.16294 4.78885 4.41765
H -0.12312 4.52143 5.57381
H 0.48634 2.12285 4.31322
H 0.35374 -0.02403 3.53046
H -0.43491 -0.41002 1.99678
H -1.35987 -0.43719 3.48796
C 2.38404 -5.70022 -2.75658
C 1.90658 -4.64520 -3.76726
C 0.52521 -5.06719 -4.28166
C 2.88432 -4.62174 -4.94975
C 1.84985 -3.23337 -3.10616
O 3.07443 -2.93908 -2.44342
C 1.50785 -2.10309 -4.12278
C 2.69289 -1.21512 -4.53837
C 3.03823 -0.09716 -3.57259
C 4.24190 -0.07891 -2.86598
C 4.58711 0.97265 -2.03163
C 3.71845 2.04582 -1.91301
Cl 4.17294 3.42574 -0.93630
C 2.51993 2.07275 -2.60987
C 2.18442 0.99304 -3.42521
C 0.80526 -3.22915 -1.96707
N 1.06561 -2.10535 -1.07231
C 0.70254 -0.84964 -1.22550
N 1.32352 -0.10611 -0.30984
C 2.04560 -1.01719 0.41824
N 1.90407 -2.23416 -0.01416
H 2.68117 -6.60278 -3.29019
H 1.59292 -5.99310 -2.06460
H 3.23703 -5.36140 -2.17025
H 0.60714 -6.04153 -4.76444
H 0.11284 -4.37856 -5.02031
H -0.19691 -5.17887 -3.47051
H 2.95243 -5.62103 -5.37847
H 3.90266 -4.34654 -4.65703
H 2.56428 -3.94810 -5.74541
H 3.80199 -3.24190 -2.99765
H 0.73250 -1.44432 -3.72287
H 1.05948 -2.55020 -5.00799
H 2.44106 -0.74671 -5.49286
H 3.57447 -1.82698 -4.72859
H 4.93803 -0.89962 -2.97893
H 5.53457 0.97683 -1.51001
H 1.89663 2.95641 -2.58202
H 1.26764 1.04281 -4.00372
H 0.86232 -4.12599 -1.35806
H -0.20053 -3.10729 -2.36364
H 0.03207 -0.46855 -1.97585
H 2.67120 -0.75096 1.25182
*
```

Atom charges from the Löwdin analysis, given in e for atoms 1 to 8: number 1, Al, carries 0.20; number 2, C, carries 0.05; number 3, O, carries 0.05; number 4, C, carries -0.58; number 5, O, carries 0.06; number 6, N, carries 0.08; number 7, N, carries 0.13; number 8, H, carries 0.11

Entry 2:
# CHF2N

A 2-piece molecular cluster, CHF2N overall (ωB97M-V with the def2-TZVPD basis set, OMol25).

Summary:
HOMO-LUMO gap (spin up / spin down) ... 9.73 / 9.75 eV

```
! wB97M-V def2-TZVPD RIJCOSX def2/J DEFGRID3
* xyz 0 1
C -0.27184 -0.43926 -1.31616
N 0.29300 1.05608 1.46310
F -0.31647 -1.42460 -0.49576
F 1.01741 -0.17424 -1.46039
H -0.72210 0.98202 1.80921
*
```

For each atom in turn, the Löwdin charge in e is: number 1, C, carries -0.13; number 2, N, carries 0.10; number 3, F, carries 0.06; number 4, F, carries 0.02; number 5, H, carries -0.05

Entry 3:
# C4H6O2

C4H6O2 as an isolated structure (ωB97M-V with the def2-TZVPD basis set, OMol25).

Summary:
HOMO-LUMO gap ... 8.70 eV

```
! wB97M-V def2-TZVPD RIJCOSX def2/J DEFGRID3
* xyz 0 1
O 2.38479 -0.60946 -0.78145
C 1.07644 -0.55762 -0.39641
C -1.14931 -0.15176 1.02659
C -1.47557 0.11595 -0.27312
C 0.48892 0.59656 -0.00609
O 0.67686 1.77492 0.18936
H 2.77537 0.26742 -0.68872
H 0.56572 -1.50422 -0.46317
H -1.00746 -1.16827 1.37872
H -1.13928 0.63290 1.77574
H -1.76648 1.11359 -0.58439
H -1.63155 -0.68335 -0.99165
*
```

Atom charges from the Löwdin analysis, given in e for atoms 1 to 8: number 1, O, carries 0.02; number 2, C, carries -0.17; number 3, C, carries -0.03; number 4, C, carries -0.05; number 5, C, carries -0.40; number 6, O, carries 0.04; number 7, H, carries 0.11; number 8, H, carries 0.11

Entry 4:
# CH3NO2S

A single CH3NO2S molecule (ωB97M-V with the def2-TZVPD basis set, OMol25).

Summary:
HOMO-LUMO gap ... 10.06 eV
SMILES string ... O=[N+]([O-])CS

```
! wB97M-V def2-TZVPD RIJCOSX def2/J DEFGRID3
* xyz 0 1
O 1.86271 -0.37098 -0.72894
N 0.99445 -0.34217 0.13423
O 1.12009 -0.27809 1.34659
C -0.40735 -0.21494 -0.48834
S -1.58333 0.54431 0.68104
H -0.16485 0.31026 -1.40687
H -0.70972 -1.47937 -0.39766
H -1.11200 1.83097 0.85995
*
```

For each atom in turn, the Löwdin charge in e is: number 1, O, carries 0.04; number 2, N, carries -0.48; number 3, O, carries 0.03; number 4, C, carries -0.45; number 5, S, carries 0.70; number 6, H, carries 0.08; number 7, H, carries 0.19; number 8, H, carries -0.11

Respective total energy values: -3079.563015 -292.948343 -306.377708 -643.184681 Ha.
Respective largest force on an atom values: 0.50 1.34 0.52 4.20 eV Å⁻¹.
Respective relative energy (zero: lowest compared OMol25 entry of this formula, charge and spin) values: 25.3 621.0 337.6 340.0 kJ/mol.